ORCA calculation (the ωB97M-V functional and the def2-TZVPD basis) on 24 unconnected molecules or ions with the total composition C24H96N48O24 in a non-equilibrium geometry.

The value obtained for the relative energy (zero: lowest compared OMol25 entry of this formula, charge and spin) is 1699.6 kJ/mol. Its spin multiplicity is 1.

```
192
Properties=species:S:1:pos:R:3:mulliken_charge:R:1
N 5.1657 -2.4792 7.1672 -0.2904
H 3.9445 0.8054 -1.3679 -0.3261
H 0.5388 -3.7754 7.4080 0.3018
N -3.7036 3.0824 -5.6007 -0.4902
H 3.4943 -0.7106 -2.2014 -0.0049
N -0.2259 7.5039 -2.2968 -0.2632
O 3.5478 0.3157 1.0221 -0.5864
H 0.3415 1.8425 -2.4405 -0.8404
C 2.3549 -3.3375 -3.3067 0.5051
H 2.6994 4.1246 0.4568 0.3306
H -2.1526 -4.0067 4.7176 0.0545
H 0.1260 -5.5854 0.9710 0.0214
H -4.0228 4.5004 -0.9026 -0.4726
N -6.9616 0.7454 -1.8916 0.1222
H -4.1783 -1.3931 -5.4318 0.1391
N -8.9297 0.8504 -2.6435 -0.4314
H 0.5205 6.9521 -2.6952 0.1229
H 1.3082 -3.5964 4.6180 0.1657
H -2.8174 -2.2129 -4.3758 0.1936
H 5.5804 -2.9434 6.3718 0.1255
N -2.9578 -1.5257 -3.6491 -0.3163
H 4.2601 0.5163 -5.1861 0.2088
N 2.0266 -4.1244 -4.2901 -0.4660
H 0.2339 6.7906 -5.8755 0.1877
H 4.8325 -3.5607 2.5138 -0.1427
H 5.6676 -2.6536 8.0261 0.2093
H -5.9905 0.4727 -1.9446 -0.4313
O -1.9056 3.9354 -4.5049 -0.7940
O 0.0767 4.0980 2.3900 -0.8055
O 3.8509 -0.7772 7.6088 -0.7330
O -2.0465 -6.3867 1.5676 -0.8185
H -6.7896 6.3588 -2.8072 0.2613
N -4.8313 1.9633 0.7629 -0.4800
H 0.1500 7.1815 2.4748 0.1758
N -5.1083 -4.0619 -0.4553 -0.3796
N -0.1930 1.9427 -3.2915 2.7063
O 4.6785 2.0154 -3.1795 -0.7494
H 4.3976 -3.1113 -0.1515 -0.8907
C -1.3607 6.9899 -2.1502 0.4172
H -5.3810 7.2853 -2.2123 0.1680
H 1.3144 6.0187 3.1021 0.2838
H 5.9018 0.9469 2.8554 0.1486
H -5.3962 -0.2130 -4.8346 0.2512
H 0.3591 1.9046 1.8675 -0.3775
H 0.7196 0.1098 0.2014 -1.0868
N -0.2189 -4.3428 7.0559 -0.4682
H -0.5643 0.7092 -1.0757 -0.4283
H 7.7993 -4.5578 4.8790 0.2437
H -7.2062 1.3401 -1.1128 0.2127
H 6.3663 -4.1162 1.9577 0.0812
H -3.8096 -2.2997 -0.0924 -0.0911
O 1.8345 0.3555 4.0969 -0.8497
O 0.8385 1.9673 -0.7017 -0.4628
N 4.0933 -1.5941 5.5761 -0.0486
H 0.7218 -1.4478 0.9442 -1.0227
C 4.4723 0.7718 1.6565 0.7966
C -3.2761 -1.1809 3.2555 0.3058
C 1.0286 1.1360 3.6200 0.1707
N 3.8405 0.2382 -2.1972 0.3145
C 4.2491 0.8713 -3.2414 0.3759
H 1.3615 3.4737 1.3125 -0.0652
H -3.6013 -4.5676 1.6629 0.3842
N 3.5614 -5.4477 0.8104 -0.1040
H -3.9743 -2.1152 4.8892 0.2057
N 1.1205 1.5308 2.4157 1.5371
H 7.2943 -3.1631 -1.7948 0.2298
H -5.6897 -4.6959 -0.9845 0.1793
N 2.0186 3.3845 0.5508 0.1914
C 3.5887 -5.6154 -0.5065 0.5742
H -3.5394 3.6735 -6.4031 0.2999
N 1.0992 -2.1809 2.8380 0.8405
H -5.0702 -1.9153 3.5388 0.2978
C -0.2629 5.2976 2.2641 0.6319
H 3.8266 -0.8341 -4.2353 0.2900
N -1.2705 -0.0123 -1.0475 2.6475
H -9.2674 1.4822 -1.9316 0.1632
H -1.9641 4.9003 1.3606 0.0480
H -1.3748 6.6006 1.3096 0.0996
H -4.9944 -1.0871 -0.1987 -0.2665
O -7.4743 -0.5835 -3.6006 -0.6455
H 4.5917 -1.4858 0.4164 -0.6530
C -0.9464 -0.9214 -0.2086 -1.0318
H 1.6529 -5.0413 -4.0908 0.1908
C 1.3617 5.2207 -5.2905 0.3785
H -3.7455 6.2104 -1.3877 0.3625
H 1.0879 -0.4320 -4.8789 0.2608
N 0.8734 0.1715 -4.0979 0.2112
O -0.4930 1.2286 -5.4087 -0.6991
N 5.7007 -4.0365 2.7133 0.0877
H 0.7289 -2.0519 3.7688 0.2209
H 4.1675 2.6972 1.0454 0.1359
O -3.9312 0.2260 -2.7936 -0.0675
H -4.6630 2.7937 -5.4730 0.1399
H -1.8531 5.1468 -1.9474 -0.4027
O 2.3360 5.6726 -5.8349 -0.7605
N 1.5069 -3.3750 -2.2955 0.1675
H 4.6878 -2.1948 5.0231 0.2486
N -4.5418 -0.7445 -4.7482 -0.3747
O -0.0931 -2.9226 5.3573 -0.9190
H -0.4808 -3.8856 0.7956 -0.0122
H -5.1060 1.0681 1.1414 0.1540
H -9.6601 0.3948 -3.1717 0.2566
O -1.5429 -1.9623 -0.0830 -0.4480
N -4.3227 5.3888 -1.2780 0.2894
O -2.9995 3.2103 0.0071 -0.7192
H 3.0954 4.0126 -1.3204 0.1450
H -3.2895 3.0059 -2.5355 -0.4789
O 5.4480 -4.1184 4.8181 -0.7920
C -7.7844 0.1991 -2.7540 0.6594
N 7.4230 -4.6447 3.9458 -0.5141
H 0.5263 3.5900 -4.4698 0.1041
H -4.5343 2.5186 -3.4714 -0.0723
H -1.5620 -0.2942 3.5120 -0.0358
H 2.0139 1.5040 1.9454 -0.7453
H 3.2542 -1.1932 5.1822 0.0020
H -2.1545 0.1399 -1.5117 -0.8696
N 0.2304 5.8815 -5.4354 -0.2526
N -5.9587 6.4574 -2.2415 -0.4424
H -1.8009 1.4115 1.2517 -0.5308
H -0.9248 2.6015 -3.5164 -0.9868
C -5.4366 5.3832 -1.8103 0.7705
H 2.7760 -7.0119 -1.7283 0.2518
N -4.7878 -2.0757 -0.2061 0.2610
N 4.6993 2.0466 1.6058 -0.3558
H -3.3051 0.6080 1.5806 -0.3909
H -0.6235 5.5125 -5.0419 0.2474
H 7.9970 -4.4715 3.1329 0.1810
C -1.7320 -5.2557 1.2954 0.4523
N 2.7523 -6.5828 -0.8143 -0.3716
O 3.0375 -3.1818 2.1209 0.1490
N -1.6756 -4.4173 5.5075 -0.3503
H -2.5409 -1.6158 -2.7336 -0.1994
H 3.8943 -4.5566 1.1498 -0.3078
H 2.2950 3.6499 -4.5765 0.0736
C 2.0543 -3.0708 2.8264 -1.0441
H -0.2036 5.4927 -1.8228 0.1399
H 2.2250 -7.1719 -0.1858 0.1454
O 7.0610 -1.5476 -0.0960 -0.7566
N -4.1339 -1.8936 3.9168 -0.3690
N 5.3924 0.2092 2.3902 -0.2522
C -0.0008 1.1414 -4.3481 -0.0405
H 2.5035 -3.8829 -5.1470 0.2553
H -1.7657 -5.3583 5.8633 0.2077
H 5.4046 2.3755 2.2496 0.1032
N 0.4578 6.2291 2.6101 -0.3175
C -2.9977 3.3393 -4.5346 0.7089
O -3.4434 -0.9493 2.0506 -0.3490
N 0.0222 1.6340 4.2191 -0.1894
H -0.1431 8.5102 -2.2741 0.2763
H -2.4143 -3.5071 0.9208 -0.0941
N 0.3082 -0.8093 0.2798 2.8928
C -0.6137 -3.8647 5.9364 0.7919
C 6.1722 -2.2487 -0.4451 0.1981
O -6.8080 -2.8097 -0.9284 -0.7018
C -3.5335 2.2569 0.5665 1.0832
N -1.2668 5.6160 1.5075 -0.3013
H -0.2125 2.3960 3.5992 0.0673
O -2.4828 7.4486 -1.7870 -0.8528
N -2.8088 1.3957 1.1891 0.3480
C -3.9195 -0.6418 -3.5890 0.3933
N -2.2401 -0.8735 3.9861 -0.2721
H -1.9206 -1.5836 4.6293 0.1447
N 1.9402 -3.7946 3.8555 0.2479
H 1.4604 0.3366 -3.2927 -0.2632
N 2.3070 3.4104 -1.5097 0.0368
N 5.0075 -2.3346 0.0604 2.1599
N -1.0806 5.7091 -2.2747 0.5231
H 0.0694 1.6438 5.2280 0.3432
O -5.9043 4.3095 -1.9342 -0.6611
O 3.3610 -2.6154 -3.3608 -0.7841
H -4.1796 -4.4165 -0.2768 0.1437
H -5.3754 2.6052 0.2044 0.2287
H 5.6053 -0.7780 2.4070 0.0980
N -0.5967 -4.8844 0.8910 0.0352
H 1.5598 -2.5583 -1.7037 -0.2834
C 6.1149 -4.3232 3.8795 0.7937
H 2.8264 -5.9408 1.2970 0.1934
N -2.6417 -4.3399 1.4452 0.1481
C 1.6949 2.8036 -0.5698 -0.1815
H -0.6314 -5.0719 7.6203 0.1452
N -3.6691 3.0396 -3.4709 0.6723
N 3.9407 0.1677 -4.2936 -0.1101
N 6.3783 -3.0917 -1.3751 -0.1671
H 2.5676 -4.5699 4.0147 0.2227
N 1.3856 4.0767 -4.6814 0.0017
H 2.0071 3.1222 -2.4301 -0.4093
H 5.6381 -3.7222 -1.6483 0.1880
H 0.6418 -3.8942 -2.3432 0.1844
C -5.6681 -2.8789 -0.5985 0.5865
C 4.3302 -1.5508 6.8283 0.5885
H 1.5024 -1.4085 2.3273 -0.3782
O 4.3722 -5.1326 -1.3258 -0.7282
```



ORCA calculation (the ωB97M-V functional and the def2-TZVPD basis) on 2 unconnected molecules or ions with the total composition C2H3N3O2 in a non-equilibrium geometry.

The value obtained for the relative energy (zero: lowest compared OMol25 entry of this formula, charge and spin) is 729.1 kJ/mol. Its spin multiplicity is 1.

```
10
Properties=species:S:1:pos:R:3:mulliken_charge:R:1
H -1.4359 1.0118 -1.6347 0.3704
O -3.6293 1.4233 0.7919 -0.5811
C -0.9975 -0.9875 0.0391 0.0223
N -2.8069 1.2149 -0.0599 0.5581
O -2.7649 -2.4465 -0.5352 -0.6008
H 0.9403 -0.1840 0.2306 0.2600
N -1.7364 -1.9135 -0.1172 0.4286
N 0.1133 -0.5231 0.7411 -0.4131
H -0.0801 -0.0066 1.5924 0.2708
C -1.8843 0.9639 -0.6955 -0.3150
```



ORCA calculation (the ωB97M-V functional and the def2-TZVPD basis) on a molecular structure, C26H17Br2ClF5N2OsS in a non-equilibrium geometry.

The value obtained for the energy is -209707.008 eV. As for the charge: +1. Its spin multiplicity is 1.

```
55
Properties=species:S:1:pos:R:3:mulliken_charge:R:1
C -1.7549 0.3701 -3.9247 -0.6984
H -1.7882 1.4533 -3.9549 0.4860
H -3.3540 -3.6097 0.0282 0.4846
C -1.9081 -3.5049 -3.0435 -0.8601
Cl -0.9703 -2.9157 1.3174 -0.1231
C -0.0150 4.2577 2.4655 0.6200
Br 0.1260 -0.1496 -3.9337 -0.0362
H 0.1085 -2.9232 -3.4242 0.5966
H 3.0447 -0.2009 -3.0067 0.3346
C -1.0772 3.2532 0.5700 0.3373
F -2.2073 2.9715 -0.0899 -0.4403
H 0.7479 0.0186 3.4741 0.5323
H -2.1121 0.1510 0.2951 0.0039
H 1.3328 -2.4902 0.0365 0.6237
H -2.2391 -0.0963 -4.7748 0.4780
C 1.2221 3.8449 1.9827 0.2230
H -1.0809 0.2158 5.1141 0.4506
Os 0.2745 -0.2444 -1.2299 1.6051
H -3.8785 -4.0121 -2.3454 0.4240
H -3.9376 0.3373 1.9304 0.4712
C -1.3394 -3.0231 -0.3612 1.2228
C 3.2762 -0.1820 -1.9476 -0.5796
C 3.9782 -0.1216 0.7782 -0.3521
H 5.9988 -0.0908 0.0894 0.4136
H 1.7688 -2.5151 -1.7015 0.7094
H 5.3827 -0.1383 -2.2901 0.4598
N 1.6316 -0.1154 1.3053 -0.7326
C -0.5770 0.0339 1.7820 -0.6110
C -2.6280 0.2712 3.6285 -0.6246
F -0.0909 4.9326 3.6021 -0.2966
C -0.2759 0.0762 3.1447 -0.1078
C -1.8896 0.1430 1.3498 0.6427
C -2.8910 -3.6715 -2.0677 -0.4215
C 0.9876 -2.3087 -0.9767 -1.9841
H -2.1239 -3.7360 -4.0769 0.4651
C 2.2685 -0.1850 -0.9935 0.0790
C -0.3333 -2.7789 -1.3287 -0.2636
H -3.4271 0.3566 4.3511 0.4537
F 2.4882 2.7546 0.3455 -0.4000
S 0.2178 2.0225 -1.5015 -0.4181
F 2.3272 4.1234 2.6628 -0.3016
N 0.4719 -0.0523 0.8073 1.0661
C 1.2901 3.1405 0.7917 0.2564
C 0.1485 2.8281 0.0657 0.2190
C -1.1712 3.9599 1.7558 0.2730
C 4.6021 -0.1451 -1.5415 -0.7083
C 2.6426 -0.1488 0.3664 0.3302
C -2.9153 0.2560 2.2728 -1.0497
C -0.6627 -3.0540 -2.6791 -0.2833
H 4.2158 -0.0888 1.8315 0.5143
C -2.6070 -3.4390 -0.7333 -0.6468
C 4.9560 -0.1185 -0.1917 -0.7621
C -1.3083 0.1875 4.0574 -0.7939
F -2.3570 4.3409 2.2206 -0.3173
Br -2.5884 -0.2405 -2.3036 0.0370
```



ORCA calculation (the ωB97M-V functional and the def2-TZVPD basis) on 3 unconnected molecules or ions with the total composition C2H10NO3 in a non-equilibrium geometry.

The value obtained for the relative energy (zero: lowest compared OMol25 entry of this formula, charge and spin) is 115.8 kJ/mol. As for the charge: +1. Its spin multiplicity is 1.

```
16
Properties=species:S:1:pos:R:3:mulliken_charge:R:1
O -1.5604 1.6680 -2.3275 -0.6645
H 2.2958 1.4456 0.9631 0.3624
H 0.4446 -3.0352 1.3286 0.3613
H -1.3798 0.1240 -0.6069 0.3746
H -0.3151 1.5693 0.5920 0.3898
H 0.2071 -0.5145 -1.0408 0.3418
O -0.3833 -2.5106 1.2363 -0.7135
H -1.4527 2.5567 -1.9525 0.3432
C 1.7612 0.6531 0.4106 0.0143
H -0.4927 -2.2796 2.1648 0.3414
C 0.2350 0.6491 0.7077 -0.3295
O 2.2800 -0.3545 0.0332 -0.3939
H -0.6043 -1.2012 0.0915 0.3057
N -0.4732 -0.2447 -0.3292 -0.2744
H 0.2427 0.0165 1.5934 0.2068
H -0.8051 1.4579 -2.8643 0.3343
```